The following is a quantum chemistry calculation of a 2-piece molecular cluster, C4H9NO overall at a distorted geometry, from the OMol25 dataset.

The calculation puts the energy above the lowest of the compared OMol25 structures with the same formula, charge and spin at 235.7 kJ/mol. As for the LUMO energy: 0.93 eV. The total energy comes out at -7829.87760 eV. The structure (SMILES) is C=NC.CC=O.

Geometry as XYZ:
```
15
C4H9NO | the OMol25 dataset | ωB97M-V/def2-TZVPD
C 2.04375 0.79511 1.09401
N 1.57391 -0.33133 0.78786
C 2.19995 -1.04088 -0.31761
H 1.71537 1.32997 1.97688
H 2.97673 1.16609 0.65235
H 1.82122 -0.74915 -1.29798
H 1.99219 -2.09946 -0.17463
H 3.29633 -0.97100 -0.33078
C -1.84733 0.29065 -0.29458
C -3.34513 0.21415 -0.47835
O -4.05922 1.13131 -0.77878
H -1.63270 1.30132 0.04437
H -1.28912 0.10559 -1.20486
H -1.62376 -0.38952 0.51945
H -3.82219 -0.75283 -0.19735
```